Entry from OMol25: a molecular structure, C21H28F3O4Tb in a non-equilibrium geometry (wB97M-V/def2-TZVPD).

Its electronic energy is -2242.0261 a.u. Its multiplicity is 7. The value obtained for the HOMO energy (alpha / beta) is -7.965 / -8.052 eV. Its energy above the lowest of the compared OMol25 structures with the same formula, charge and spin is 0.0 kJ/mol.

Structure (XYZ):
```
57
Properties=species:S:1:pos:R:3:forces:R:3
O -0.4555 0.4271 -0.2002 0.74 0.55 0.28
C 0.6334 0.3656 -1.1921 0.20 -0.93 0.67
C -0.0124 1.4075 -2.0698 -0.48 -0.14 0.27
H 0.6357 -0.6338 -1.6195 0.37 0.41 0.54
H 1.6057 0.6226 -0.7546 -0.25 0.09 0.02
C -1.1124 1.4781 -1.0197 0.00 0.48 0.68
H -0.6172 0.9952 -2.8551 1.07 0.38 -0.27
H 0.6555 2.2457 -2.3425 -0.89 -0.11 0.17
C -2.4132 0.8487 -1.5252 0.03 0.28 -0.07
H -2.1979 -0.1601 -1.9160 0.02 0.31 0.31
H -2.8418 1.4079 -2.3696 0.06 0.15 0.34
H -3.1462 0.7711 -0.7203 -0.02 -0.02 -0.15
C -1.1367 2.8218 -0.3301 -0.26 0.10 0.20
H -0.1068 3.1262 -0.1169 -0.16 -0.08 0.05
H -1.6868 2.7898 0.6059 -0.08 0.14 0.05
H -1.5698 3.5952 -0.9790 -0.01 -0.28 0.05
Tb 0.0764 -0.1158 2.2355 -0.43 0.69 -0.95
C 0.8719 1.7030 3.9032 0.58 0.28 -0.01
C 1.9985 0.8406 3.8164 0.28 0.81 -0.01
C 2.5692 0.9831 2.5201 -0.18 0.19 0.07
H 2.4206 0.2679 4.6465 -0.34 0.08 -0.51
C 1.7841 1.9271 1.7949 -0.02 0.15 0.56
C 0.7268 2.3706 2.6490 0.60 0.09 0.03
H -0.0069 3.1441 2.4050 0.28 -0.43 0.13
H 0.2834 1.8732 4.8107 0.19 -0.15 -0.56
H 3.4981 0.5177 2.1748 -0.54 0.10 0.10
H 2.0272 2.3339 0.8088 -0.23 -0.31 0.36
C -1.6957 -0.2456 4.0261 -1.07 0.16 -0.12
C -2.0181 0.9718 3.3491 -0.71 -0.55 -0.11
C -2.5320 0.6400 2.0602 -0.02 -0.41 0.83
H -1.9672 1.9804 3.7650 0.20 -0.45 -0.23
C -2.5849 -0.7857 1.9534 0.29 0.24 0.96
C -2.0851 -1.3320 3.1787 -0.42 0.62 -0.32
H -2.0958 -2.3854 3.4629 0.27 0.37 -0.22
H -1.3123 -0.3379 5.0444 -0.09 0.03 -0.47
H -2.9226 1.3521 1.3383 0.19 -0.27 0.21
H -3.0050 -1.3491 1.1241 0.26 0.12 0.15
O 0.2114 -0.9650 -3.3588 -0.29 -0.19 -3.14
C -0.1510 -0.0330 -4.4405 0.17 0.02 -0.36
C 0.2587 -0.5974 -5.7973 -0.16 -0.40 0.16
H 0.3721 0.9397 -4.3299 -0.20 -0.78 0.08
H -1.2434 0.1634 -4.3930 0.61 -0.19 0.08
C 1.2728 -1.7191 -5.4242 0.01 0.04 -0.23
H 0.6796 0.2313 -6.4021 -0.04 -0.71 0.23
H -0.6296 -0.9679 -6.3298 0.41 -0.14 0.11
C 1.1168 -1.9555 -3.9001 -0.10 -0.30 0.02
H 2.2904 -1.3863 -5.6451 -0.11 -0.05 0.03
H 1.1134 -2.6554 -5.9896 -0.02 0.52 0.25
H 2.0840 -1.8536 -3.3762 -0.33 -0.06 -0.19
H 0.7228 -2.9771 -3.6917 0.12 0.77 -0.03
F 1.9882 -4.0350 4.5264 0.05 0.01 -1.03
C 1.9306 -3.8108 3.1961 -0.11 0.19 0.01
F 3.1879 -3.8631 2.6879 -0.83 -0.10 0.41
F 1.1959 -4.7987 2.6202 0.60 0.60 0.46
C 1.2816 -2.4144 2.8840 -0.33 0.50 0.41
O 0.8603 -1.6983 3.8368 0.77 -1.60 -0.96
O 1.1932 -2.0666 1.6649 0.36 -0.80 0.66
```
Positions in Å, forces in eV/Å.

Entry from OMol25: 2 unconnected molecules or ions with the total composition C5H14O in a non-equilibrium geometry (wB97M-V/def2-TZVPD).

Its electronic energy is -274.0552 a.u. Its multiplicity is 1. The value obtained for the HOMO energy is -10.459 eV. Its energy above the lowest of the compared OMol25 structures with the same formula, charge and spin is 228.0 kJ/mol. Its SMILES is CCC.CCO.

Structure (XYZ):
```
20
Properties=species:S:1:pos:R:3:forces:R:3
C -0.4335 0.1795 -3.4048 -1.61 -3.43 -2.12
C -1.1093 1.4521 -2.9330 1.09 0.47 -0.18
C -0.5661 2.6910 -3.7216 3.01 -2.86 0.51
H 0.2911 0.2738 -4.2799 0.27 0.23 2.11
H -1.1126 -0.4992 -4.0881 0.20 1.32 1.34
H -0.2915 -0.5816 -2.5572 0.87 1.30 -1.34
H -0.9330 1.4904 -1.8465 -0.02 0.56 -0.35
H -2.1861 1.4537 -3.0598 -0.20 -0.31 -0.10
H -0.5123 2.3872 -4.8134 0.09 0.87 1.29
H -1.2044 3.4327 -3.5056 -2.55 2.99 -0.03
H 0.4202 3.1036 -3.2762 -1.15 -1.15 -1.13
C 0.9484 -1.0857 3.8192 -0.65 0.43 -0.17
O -0.4906 -1.0857 3.6207 1.50 2.51 1.18
C 1.5594 -1.9494 2.7739 2.59 -1.40 -2.18
H 1.1365 -0.0046 3.7133 0.59 -0.61 0.12
H 1.3442 -1.4605 4.7688 -0.86 0.30 0.47
H -0.7993 -1.9331 3.4609 -0.75 -2.65 -0.40
H 2.6159 -2.4007 2.8412 -1.19 0.93 1.22
H 0.9913 -2.8970 2.6405 -0.09 0.85 -0.28
H 1.7714 -1.4040 1.8346 -1.14 -0.36 0.03
```
Positions in Å, forces in eV/Å.

Entry from OMol25: 2 unconnected molecules or ions with the total composition H4OS2 in a non-equilibrium geometry (wB97M-V/def2-TZVPD).

Its electronic energy is -873.9961 a.u. Its multiplicity is 1. The value obtained for the HOMO energy is -9.974 eV. Its energy above the lowest of the compared OMol25 structures with the same formula, charge and spin is 12.7 kJ/mol. Its SMILES is SS.O.

Structure (XYZ):
```
7
Properties=species:S:1:pos:R:3:forces:R:3
O 4.0862 -0.3243 -3.2412 -0.25 -0.60 0.99
H 4.6831 -0.8543 -2.6658 -0.70 0.56 -0.59
H 3.2087 -0.3711 -2.7983 0.96 0.05 -0.38
S 0.0000 0.0000 0.0000 -0.64 0.05 -0.24
S 2.0106 -0.2750 -0.1034 0.25 0.23 0.38
H -0.1164 1.0783 -0.8039 0.07 -0.14 0.10
H 2.2752 0.4947 0.9736 0.30 -0.16 -0.25
```
Positions in Å, forces in eV/Å.

Entry from OMol25: a single C3H3NO4 molecule in a non-equilibrium geometry (wB97M-V/def2-TZVPD).

Its electronic energy is -471.7744 a.u. Its multiplicity is 1. The value obtained for the HOMO energy is -10.899 eV. Its energy above the lowest of the compared OMol25 structures with the same formula, charge and spin is 259.4 kJ/mol. Its SMILES is O=CO/N=C\C(=O)O.

Structure (XYZ):
```
11
Properties=species:S:1:pos:R:3:forces:R:3
C 1.5097 0.1991 0.0572 0.98 -1.72 0.99
C 0.6997 -0.9347 -0.6078 2.16 0.59 -0.26
C -1.7418 0.2561 0.5439 0.21 1.38 -0.76
H 0.1144 1.3307 -0.5289 0.29 0.15 0.20
H 1.2908 -1.4140 -1.3801 -0.29 -0.22 -0.23
H -2.3290 0.5763 1.4179 0.06 -0.47 -0.10
N -0.4127 -1.4312 -0.3522 -0.67 -0.26 0.14
O 0.9964 1.3945 -0.0869 -0.20 0.59 -0.13
O 2.5545 -0.0819 0.6240 -1.84 0.78 -1.09
O -0.9953 -0.8051 0.7923 -0.49 -0.31 0.72
O -1.6865 0.9102 -0.4795 -0.21 -0.51 0.54
```
Positions in Å, forces in eV/Å.

Entry from OMol25: a molecular structure, C15H36InO6P2S in a non-equilibrium geometry (wB97M-V/def2-TZVPD).

Its electronic energy is -2315.5957 a.u. Its multiplicity is 1. The charge is -1. The value obtained for the HOMO energy is -3.980 eV.

Structure (XYZ):
```
61
Properties=species:S:1:pos:R:3:forces:R:3
O 6.1110 1.6865 1.2599 -0.04 0.30 1.16
P 6.5542 1.7136 2.7334 0.33 -0.96 -1.29
In 7.6838 -0.4629 3.5327 0.11 -0.63 -0.40
P 8.6744 0.1839 5.8333 -0.49 0.25 -0.57
S 7.3926 -0.2166 7.2727 -0.19 -0.19 0.70
H 7.5572 2.7321 2.8993 -0.64 0.12 0.39
H 5.4817 2.0103 3.6374 0.44 0.45 -0.14
H 6.5535 -1.8221 3.6890 0.41 0.45 0.02
H 9.0836 -0.8270 2.4593 -0.31 0.23 0.23
H 8.9128 1.6009 5.8368 0.52 -0.53 -0.04
H 9.9589 -0.4043 6.0249 -0.03 0.47 0.05
C 1.8558 -1.8028 3.0404 0.26 -0.03 0.52
C 3.1569 -1.0512 2.9172 0.14 -0.11 0.45
O 3.8633 -0.8649 3.8854 -0.19 0.17 -0.32
C 3.5224 -0.5559 1.5436 0.26 0.09 0.14
H 1.7118 -2.1060 4.0776 0.08 0.01 -0.02
H 1.0308 -1.1653 2.7421 -0.06 -0.10 -0.20
H 1.8786 -2.6930 2.4123 -0.18 0.10 -0.16
H 2.7566 0.1338 1.1820 -0.07 -0.13 -0.11
H 3.6090 -1.4012 0.8573 -0.18 0.03 -0.06
H 4.4733 -0.0328 1.5728 0.08 0.09 -0.06
C -2.4370 -2.9538 0.3704 -0.04 -0.07 0.30
C -1.1378 -2.1987 0.2484 0.28 0.06 0.06
O -0.4321 -2.0062 1.2135 -0.34 -0.05 -0.18
C -0.7634 -1.6983 -1.1184 0.38 0.25 0.30
H -2.5847 -3.2558 1.4062 0.03 0.02 -0.02
H -3.2675 -2.3147 0.0655 0.00 -0.09 -0.18
H -2.4092 -3.8461 -0.2575 -0.11 0.08 -0.13
H -1.5245 -1.0073 -1.4805 0.17 -0.30 -0.04
H -0.6663 -2.5371 -1.8093 -0.22 0.08 -0.12
H 0.1914 -1.1766 -1.0612 0.01 -0.08 0.07
C -4.8270 0.3956 -3.5742 0.30 0.21 0.00
C -4.1960 -0.8775 -3.0780 0.13 0.00 0.03
O -3.0132 -0.9350 -2.8189 -0.42 0.04 -0.30
C -5.0926 -2.0748 -2.9166 0.39 -0.27 0.18
H -4.0671 1.1727 -3.6422 0.01 -0.05 0.03
H -5.2604 0.2340 -4.5613 -0.22 -0.03 0.10
H -5.6048 0.7200 -2.8818 -0.15 -0.07 -0.14
H -5.5341 -2.3392 -3.8747 -0.21 0.10 0.07
H -5.8814 -1.8550 -2.1967 -0.17 0.02 -0.19
H -4.5061 -2.9176 -2.5518 0.04 0.07 0.02
C 4.1477 6.3929 1.8368 0.10 0.26 0.10
C 3.8182 5.5268 3.0254 -0.05 -0.07 0.22
O 3.8673 5.9647 4.1525 -0.01 0.08 -0.02
C 3.4287 4.1013 2.7455 -0.01 -0.03 0.27
H 4.4113 7.3925 2.1793 -0.01 -0.03 0.02
H 4.9938 5.9701 1.2929 -0.12 -0.08 -0.13
H 3.2824 6.4623 1.1754 0.08 -0.12 -0.12
H 4.2468 3.5852 2.2390 -0.11 -0.05 -0.23
H 2.5313 4.0750 2.1241 0.12 -0.05 -0.17
H 3.2205 3.5920 3.6846 0.02 0.02 -0.01
C -9.6135 -2.2764 -5.3205 0.02 -0.04 0.26
C -8.3134 -1.5269 -5.4432 0.07 0.03 0.13
O -7.6043 -1.3357 -4.4815 -0.10 0.05 -0.08
C -7.9314 -1.0252 -6.8109 0.23 0.10 0.08
H -9.7611 -2.5776 -4.2853 0.02 0.02 -0.02
H -10.4428 -1.6355 -5.6236 -0.02 -0.09 -0.16
H -9.5894 -3.1689 -5.9478 -0.11 0.08 -0.12
H -8.6886 -0.3307 -7.1778 -0.06 -0.12 -0.12
H -7.8353 -1.8640 -7.5021 -0.15 0.05 -0.08
H -6.9765 -0.5059 -6.7533 -0.02 -0.01 0.01
```
Positions in Å, forces in eV/Å.

Entry from OMol25: a molecular structure, C23H17N5O2PdS in a non-equilibrium geometry (wB97M-V/def2-TZVPD).

Its electronic energy is -1836.9810 a.u. Its multiplicity is 1. The value obtained for the HOMO energy (alpha / beta) is -7.410 / -7.420 eV. Its energy above the lowest of the compared OMol25 structures with the same formula, charge and spin is 23.4 kJ/mol.

Structure (XYZ):
```
49
Properties=species:S:1:pos:R:3:forces:R:3
Pd -0.3104 -1.0613 -0.3931 0.17 -0.38 0.30
S 1.7060 -0.7527 -1.3976 -0.30 0.16 0.15
C 1.7951 0.9166 -0.8174 2.36 -0.08 -0.18
N 2.9660 1.5126 -0.8927 -1.34 -0.67 0.03
N 3.1678 2.7324 -0.4382 -0.23 0.67 0.42
C 2.4735 3.5517 0.5135 0.25 -0.35 -0.45
C 2.5483 4.9232 0.3428 0.00 0.24 -0.15
C 1.9359 5.7785 1.2533 0.06 0.02 -0.06
C 1.2496 5.2651 2.3389 -0.06 0.03 0.10
C 1.2052 3.8856 2.5232 0.05 -0.10 -0.01
C 1.8202 3.0304 1.6236 0.06 -0.09 0.31
N 0.6896 1.6135 -0.4724 -0.10 0.30 -0.49
N -0.3617 0.9457 -0.4642 -0.65 0.33 0.08
C -1.5432 1.7540 -0.4441 -0.54 0.18 0.23
C -2.7680 1.1585 -0.7142 0.12 0.16 -0.05
C -3.9253 1.9198 -0.6996 -0.13 0.07 -0.04
C -3.8704 3.2779 -0.4291 0.06 -0.05 0.02
C -2.6405 3.8829 -0.1872 0.01 -0.05 -0.03
C -1.4801 3.1322 -0.1938 0.17 -0.25 0.07
H 3.9965 3.1270 -0.8387 0.27 0.14 0.13
H 3.0792 5.3258 -0.5155 -0.09 -0.02 0.07
H 1.9927 6.8501 1.1025 0.01 -0.06 -0.01
H 0.7647 5.9306 3.0469 0.05 -0.11 -0.10
H 0.6928 3.4690 3.3832 0.04 0.02 -0.06
H 1.8134 1.9613 1.7985 -0.08 0.06 -0.03
H -2.8245 0.1145 -0.9463 -0.02 -0.26 0.01
H -4.8752 1.4397 -0.9030 0.07 0.02 0.02
H -4.7796 3.8644 -0.4048 0.01 0.01 -0.03
H -2.5841 4.9478 0.0014 0.00 -0.04 0.04
H -0.5203 3.5891 0.0038 -0.04 0.05 0.01
O -3.8483 -2.3473 -0.1850 0.08 0.01 0.17
C -2.6654 -2.2676 0.0827 -0.05 0.27 0.06
O -2.0447 -1.3068 0.6997 -0.29 -0.15 -0.53
C -1.7377 -3.4157 -0.2839 0.25 0.02 0.16
C -2.2434 -4.7093 -0.4582 -0.25 0.01 -0.06
C -1.3682 -5.7325 -0.6228 0.00 -0.32 -0.06
C 0.0201 -5.4882 -0.5638 0.07 0.00 0.01
C 0.9694 -6.5372 -0.6323 -0.14 -0.08 -0.02
C 2.3000 -6.2738 -0.5315 0.23 0.07 0.01
C 2.7438 -4.9433 -0.3460 0.01 -0.09 -0.01
C 1.8554 -3.9085 -0.2809 -0.20 -0.15 -0.06
C 0.4686 -4.1578 -0.4035 -0.11 0.16 -0.06
N -0.4475 -3.1302 -0.3168 0.14 -0.24 0.05
H -3.3167 -4.8399 -0.4573 0.04 0.03 0.00
H -1.7220 -6.7488 -0.7779 0.06 0.10 0.05
H 0.6135 -7.5556 -0.7527 0.00 0.09 -0.01
H 3.0214 -7.0823 -0.5820 -0.05 0.09 0.01
H 3.8046 -4.7423 -0.2470 -0.08 -0.01 0.00
H 2.1838 -2.8988 -0.1206 0.09 0.22 0.01
```
Positions in Å, forces in eV/Å.

Entry from OMol25: 2 unconnected molecules or ions with the total composition C3H8O in a non-equilibrium geometry (wB97M-V/def2-TZVPD).

Its electronic energy is -194.2922 a.u. Its multiplicity is 1. The value obtained for the HOMO energy is -9.244 eV. Its energy above the lowest of the compared OMol25 structures with the same formula, charge and spin is 115.0 kJ/mol. Its SMILES is C=CO.C.

Structure (XYZ):
```
12
Properties=species:S:1:pos:R:3:forces:R:3
C 0.9258 -2.3001 -0.2327 0.20 0.86 0.42
H 0.9673 -2.3640 -1.3151 -0.17 -0.20 -0.02
H -0.0784 -2.1235 0.1473 -0.13 -0.33 -0.23
H 1.4735 -1.4024 0.0665 0.16 -0.11 -0.08
H 1.3905 -3.1493 0.2543 -0.06 -0.21 -0.08
C -0.0471 1.7379 -0.6919 0.07 1.12 0.89
C -0.9327 1.6689 0.2924 -0.35 -0.95 -0.43
O -1.0624 0.6671 1.2144 0.59 0.27 0.14
H -0.2285 2.6168 -1.2985 0.37 -0.20 -0.35
H 0.9285 1.2841 -0.6781 -0.11 -0.56 -0.31
H -1.7564 2.3494 0.2946 -0.51 0.48 0.03
H -1.5801 1.0152 1.9467 -0.05 -0.19 0.02
```
Positions in Å, forces in eV/Å.